# C24H28N2O5

One molecule with the formula C24H28N2O5 in a non-equilibrium geometry (ωB97M-V/def2-TZVPD, the Open Molecules 2025 dataset).

Values from the calculation:
Strongest force on any atom: 1.174 eV/Å
SMILES: Cc1oc2cc3oc(=O)c(CCC(=O)NCCCN4CCCC4=O)c(C)c3cc2c1C
Highest occupied orbital energy: -7.9 eV
Gap between HOMO and LUMO: 8.1224 eV

Each line ends with the natural charge from an NBO analysis.
Positions of all 59 atoms, in Å:
C -5.984 -1.508 0.701  -0.667
C -4.546 -1.530 0.327  0.316
C -3.830 -0.747 -0.521  -0.085
C -2.481 -1.233 -0.456  -0.114
C -1.293 -0.872 -1.061  -0.179
C -0.119 -1.561 -0.748  -0.102
C -0.190 -2.624 0.186  0.312
C -1.377 -3.013 0.794  -0.313
C -2.513 -2.307 0.464  0.383
O -3.762 -2.486 0.927  -0.436
H -1.380 -3.829 1.497  0.241
O 0.913 -3.315 0.566  -0.454
C 2.147 -3.041 0.072  0.746
O 3.083 -3.671 0.517  -0.607
C 2.261 -1.990 -0.928  -0.167
C 1.182 -1.251 -1.308  0.103
C 1.348 -0.117 -2.274  -0.677
H 0.450 0.482 -2.353  0.215
H 1.592 -0.500 -3.264  0.234
H 2.162 0.528 -1.945  0.262
C 3.662 -1.769 -1.434  -0.413
H 4.081 -2.735 -1.722  0.238
H 3.656 -1.115 -2.302  0.220
C 4.563 -1.166 -0.338  -0.490
C 3.823 -0.033 0.343  0.696
O 3.642 1.052 -0.181  -0.670
N 3.358 -0.327 1.577  -0.613
H 3.424 -1.276 1.910  0.407
C 2.494 0.587 2.291  -0.229
H 2.801 1.594 2.001  0.218
C 1.016 0.362 1.938  -0.420
H 0.952 0.068 0.890  0.218
H 0.620 -0.461 2.536  0.213
C 0.139 1.606 2.124  -0.223
N -0.001 2.370 0.910  -0.425
C -1.190 2.555 0.307  0.690
O -2.242 2.054 0.651  -0.650
C -0.988 3.518 -0.851  -0.500
H -1.424 4.477 -0.564  0.229
C 0.528 3.604 -1.021  -0.405
H 0.859 2.942 -1.820  0.208
H 0.865 4.611 -1.257  0.218
C 1.090 3.118 0.322  -0.229
H 1.360 3.957 0.976  0.178
H 1.969 2.487 0.178  0.242
H -1.508 3.172 -1.743  0.228
H -0.877 1.307 2.397  0.245
H 0.546 2.244 2.918  0.188
H 2.658 0.465 3.364  0.202
H 4.825 -1.939 0.382  0.232
H 5.471 -0.775 -0.798  0.234
H -1.297 -0.054 -1.762  0.214
C -4.294 0.424 -1.310  -0.644
H -5.378 0.498 -1.292  0.216
H -3.957 0.348 -2.342  0.210
H -3.870 1.326 -0.870  0.258
H -6.611 -1.469 -0.187  0.229
H -6.221 -2.404 1.269  0.236
H -6.204 -0.635 1.314  0.232

Atomic forces in eV per Å
C 0.23 -0.04 0.06
C 0.07 0.70 -0.73
C -0.44 -0.32 0.37
C 0.05 -0.50 0.41
C -0.13 -0.13 0.17
C -0.06 -0.42 0.27
C -0.63 0.52 -0.30
C -0.02 -0.06 0.06
C 0.71 0.62 -0.70
O -0.02 -0.38 0.38
H 0.02 -0.12 0.11
O 0.10 -0.21 0.16
C 0.28 -0.11 0.09
O -0.26 0.14 -0.09
C -0.25 0.15 -0.36
C 0.47 -0.35 0.13
C -0.03 0.01 0.02
H -0.04 0.06 -0.05
H 0.00 0.02 -0.09
H 0.03 0.05 -0.04
C -0.04 -0.04 0.20
H 0.02 0.08 -0.08
H -0.01 -0.03 -0.01
C -0.04 0.07 -0.15
C 0.43 -0.52 0.22
O -0.08 0.36 -0.31
N 0.01 -0.13 0.39
H 0.13 0.01 -0.09
C -0.22 0.08 -0.17
H -0.02 -0.06 0.13
C 0.13 0.27 0.06
H -0.01 -0.02 0.08
H -0.02 -0.08 -0.02
C -0.19 -0.36 0.10
N 0.30 0.00 0.05
C -0.14 0.19 -0.30
O -0.41 -0.13 0.10
C 0.03 0.01 -0.03
H -0.05 -0.02 0.01
C -0.05 0.05 0.02
H 0.03 -0.01 0.00
H 0.05 -0.03 -0.04
C 0.32 0.14 -0.02
H 0.04 -0.03 -0.02
H -0.04 0.10 0.07
H -0.07 -0.02 0.05
H 0.14 0.10 0.05
H -0.07 0.02 0.01
H 0.03 0.07 -0.05
H 0.03 0.03 -0.04
H 0.00 0.05 0.10
H 0.06 0.11 -0.09
C 0.05 -0.04 0.16
H -0.12 0.06 -0.08
H -0.05 0.03 -0.13
H -0.03 0.12 -0.05
H -0.06 -0.01 -0.01
H -0.10 -0.04 0.02
H -0.07 0.01 0.06

# C24H28N2O5

One molecule with the formula C24H28N2O5 in a non-equilibrium geometry (ωB97M-V/def2-TZVPD, the Open Molecules 2025 dataset).

Values from the calculation:
Strongest force on any atom: 1.291 eV/Å
SMILES: COc1ccc(-c2cc(CCCC(=O)NCCc3cc(OC)ccc3OC)no2)cc1
Highest occupied orbital energy: -7.8 eV
Gap between HOMO and LUMO: 8.5100 eV

Each line ends with the natural charge from an NBO analysis.
Positions of all 59 atoms, in Å:
C 7.406 1.863 0.156  -0.253
H 8.171 2.572 -0.157  0.202
O 6.442 1.867 -0.869  -0.488
C 5.356 1.060 -0.748  0.317
C 4.438 1.113 -1.801  -0.255
C 3.306 0.333 -1.781  -0.153
C 3.058 -0.527 -0.709  -0.160
C 3.968 -0.570 0.344  -0.089
C 5.106 0.212 0.328  -0.326
H 5.788 0.158 1.162  0.221
H 3.772 -1.206 1.193  0.215
C 1.867 -1.347 -0.681  0.322
C 1.481 -2.386 0.129  -0.337
C 0.186 -2.719 -0.325  0.166
N -0.153 -1.955 -1.335  -0.174
O 0.880 -1.104 -1.567  -0.286
C -0.742 -3.743 0.226  -0.440
C -1.814 -3.108 1.121  -0.376
H -2.340 -2.339 0.551  0.206
H -2.539 -3.881 1.385  0.214
C -1.245 -2.523 2.416  -0.501
C -0.397 -1.265 2.254  0.690
O 0.744 -1.186 2.666  -0.649
N -1.046 -0.237 1.677  -0.627
H -1.994 -0.356 1.355  0.402
C -0.476 1.074 1.472  -0.220
H -0.960 1.788 2.148  0.197
C -0.668 1.550 0.025  -0.437
C -2.108 1.423 -0.383  0.028
C -2.512 0.348 -1.160  -0.336
C -3.848 0.172 -1.505  0.288
C -4.783 1.099 -1.054  -0.251
C -4.391 2.177 -0.283  -0.269
C -3.057 2.351 0.064  0.243
O -2.580 3.382 0.833  -0.511
C -3.477 4.384 1.235  -0.248
H -3.943 4.878 0.376  0.176
H -2.880 5.110 1.786  0.199
H -4.258 3.988 1.893  0.173
H -5.143 2.877 0.044  0.217
H -5.819 0.964 -1.320  0.222
O -4.325 -0.864 -2.253  -0.500
C -3.392 -1.756 -2.821  -0.251
H -3.983 -2.474 -3.387  0.194
H -2.705 -1.237 -3.496  0.180
H -2.808 -2.281 -2.060  0.180
H -1.763 -0.354 -1.491  0.250
H -0.046 0.958 -0.645  0.220
H -0.355 2.593 -0.032  0.227
H 0.584 1.007 1.723  0.234
H -2.072 -2.269 3.086  0.227
H -0.625 -3.270 2.916  0.225
H -0.169 -4.473 0.800  0.218
H -1.235 -4.255 -0.603  0.231
H 2.016 -2.833 0.938  0.245
H 2.601 0.378 -2.598  0.227
H 4.643 1.779 -2.625  0.226
H 6.980 2.188 1.110  0.178
H 7.859 0.873 0.277  0.177

Atomic forces in eV per Å
C 0.17 -0.01 0.18
H -0.03 -0.06 0.07
O -0.28 -0.04 -0.21
C -0.18 -0.07 -0.09
C 0.23 0.10 0.10
C 0.02 -0.11 0.16
C 0.24 0.30 -0.09
C -0.31 0.00 -0.29
C 0.35 0.19 0.02
H 0.07 0.02 0.06
H -0.02 -0.07 0.13
C -0.49 -1.00 0.65
C 0.24 0.61 -0.69
C 0.47 0.33 -0.37
N -0.82 -0.76 0.01
O 0.71 0.36 0.09
C -0.38 0.14 -0.08
C 0.11 -0.16 0.13
H -0.09 -0.03 -0.04
H -0.04 0.07 -0.03
C 0.03 -0.03 -0.07
C -0.43 -0.20 0.24
O 0.40 -0.03 0.25
N -0.23 0.22 -0.23
H 0.05 -0.16 0.06
C 0.22 0.23 0.01
H 0.13 -0.03 -0.04
C -0.04 -0.01 0.21
C -0.02 0.38 0.08
C -0.18 -0.12 -0.19
C -0.17 0.15 0.11
C 0.11 -0.28 -0.17
C 0.07 0.18 0.15
C 0.09 -0.19 -0.10
O 0.19 -0.29 -0.16
C -0.13 0.16 0.09
H 0.00 -0.03 0.03
H -0.10 -0.01 -0.03
H 0.02 0.02 -0.04
H -0.06 0.09 0.05
H -0.13 -0.01 -0.04
O -0.20 0.24 0.14
C 0.09 -0.15 -0.07
H 0.08 0.02 0.01
H 0.03 -0.02 0.04
H 0.00 0.06 -0.03
H 0.07 -0.08 -0.03
H 0.01 0.01 0.00
H 0.06 0.01 -0.02
H -0.12 0.05 0.01
H 0.04 -0.03 0.03
H -0.01 0.09 0.03
H -0.02 -0.05 -0.06
H 0.07 -0.06 0.04
H 0.14 -0.04 0.21
H -0.04 0.03 -0.09
H 0.02 0.08 -0.10
H 0.01 -0.03 -0.04
H -0.03 0.04 0.00

# C24H28N2O5

One molecule with the formula C24H28N2O5 in a non-equilibrium geometry (ωB97M-V/def2-TZVPD, the Open Molecules 2025 dataset).

Values from the calculation:
Strongest force on any atom: 1.181 eV/Å
SMILES: Cc1oc2c(c(C)cc3oc(=O)c(CC(=O)NCCCN4CCCC4=O)c(C)c32)c1C
Highest occupied orbital energy: -7.7 eV
Gap between HOMO and LUMO: 8.1590 eV

Each line ends with the natural charge from an NBO analysis.
Positions of all 59 atoms, in Å:
C -3.645 -0.873 2.857  -0.667
C -3.114 -0.046 1.738  0.301
C -3.699 0.409 0.597  -0.099
C -2.684 1.157 -0.094  -0.149
C -1.543 1.078 0.723  0.379
C -0.313 1.664 0.385  -0.223
C -0.296 2.325 -0.851  0.453
C -1.435 2.437 -1.656  -0.276
C -2.636 1.864 -1.310  0.047
C -3.828 1.985 -2.205  -0.631
H -3.588 2.592 -3.074  0.221
H -4.659 2.447 -1.676  0.219
H -4.151 1.004 -2.547  0.218
H -1.328 2.970 -2.587  0.222
O 0.838 2.863 -1.341  -0.455
C 2.022 2.723 -0.706  0.765
O 3.034 3.063 -1.290  -0.625
C 2.019 2.178 0.645  -0.161
C 0.895 1.612 1.163  0.125
C 0.872 0.927 2.491  -0.668
H 1.867 0.823 2.910  0.243
H 0.240 1.481 3.185  0.233
H 0.438 -0.065 2.381  0.238
C 3.354 2.217 1.339  -0.523
H 3.248 2.445 2.399  0.236
H 3.972 2.977 0.859  0.258
C 4.025 0.853 1.183  0.695
O 4.186 0.084 2.110  -0.648
N 4.384 0.589 -0.088  -0.631
H 4.151 1.271 -0.799  0.423
C 4.742 -0.740 -0.520  -0.224
H 5.543 -0.672 -1.260  0.203
C 3.538 -1.478 -1.120  -0.415
H 3.863 -2.443 -1.514  0.202
H 3.127 -0.886 -1.940  0.220
C 2.441 -1.673 -0.069  -0.217
N 1.199 -2.146 -0.631  -0.431
C 0.384 -1.345 -1.343  0.691
O 0.598 -0.178 -1.593  -0.651
C -0.825 -2.165 -1.768  -0.500
H -1.741 -1.593 -1.635  0.235
C -0.743 -3.415 -0.893  -0.403
H -1.110 -4.308 -1.392  0.216
H -1.322 -3.266 0.020  0.207
C 0.749 -3.515 -0.550  -0.197
H 0.925 -3.920 0.450  0.200
H 1.284 -4.141 -1.277  0.181
H -0.721 -2.401 -2.829  0.226
H 2.232 -0.706 0.396  0.221
H 2.768 -2.368 0.706  0.208
H 5.107 -1.274 0.361  0.223
O -1.814 0.353 1.828  -0.436
C -5.109 0.164 0.180  -0.626
H -5.146 -0.334 -0.787  0.217
H -5.654 1.102 0.098  0.219
H -5.610 -0.463 0.913  0.218
H -4.456 -0.356 3.369  0.229
H -4.027 -1.825 2.490  0.226
H -2.846 -1.062 3.568  0.237

Atomic forces in eV per Å
C 0.13 0.14 -0.11
C -0.81 0.04 -0.60
C 0.18 -0.29 0.61
C 0.64 0.02 0.28
C -0.35 0.47 -1.02
C -0.15 0.26 -0.29
C -0.81 -0.45 0.70
C 0.23 0.07 0.00
C 0.29 -0.03 0.22
C 0.02 -0.01 0.02
H -0.04 0.03 -0.07
H -0.11 0.03 -0.03
H -0.09 -0.05 -0.07
H 0.00 0.07 -0.14
O 0.14 0.16 -0.25
C 0.51 0.01 -0.02
O -0.37 -0.07 0.02
C -0.43 -0.05 0.22
C 0.48 0.27 -0.21
C 0.21 0.02 0.05
H 0.05 0.00 0.04
H -0.08 -0.03 0.06
H 0.01 -0.04 0.06
C 0.02 -0.17 0.09
H 0.07 -0.08 -0.06
H -0.05 -0.02 0.10
C 0.08 0.71 0.05
O -0.05 -0.32 0.30
N 0.10 -0.04 -0.40
H -0.01 0.08 0.11
C -0.04 -0.33 -0.08
H -0.01 -0.04 0.11
C 0.04 0.10 0.28
H 0.00 -0.05 -0.06
H 0.00 -0.04 -0.05
C 0.24 0.27 -0.20
N 0.02 -0.18 0.27
C -0.35 -0.17 -0.10
O 0.18 0.32 -0.23
C -0.02 0.00 0.02
H 0.03 0.07 -0.03
C 0.01 -0.03 -0.08
H -0.02 -0.03 0.05
H 0.01 -0.02 0.02
C 0.00 -0.29 -0.01
H 0.01 -0.01 -0.07
H -0.03 -0.04 0.10
H 0.00 0.03 -0.04
H 0.04 -0.14 0.03
H -0.05 0.06 0.02
H 0.08 0.04 -0.14
O 0.32 -0.06 0.32
C 0.13 0.02 0.06
H -0.11 -0.05 -0.06
H -0.13 0.01 -0.02
H -0.12 -0.05 0.01
H -0.03 -0.02 0.08
H -0.01 -0.06 0.04
H -0.01 -0.06 0.09

Number 1 is which compound?
C24H28N2O5

Number 3 is which compound?
C24H28N2O5

Among the records above, which one has the lowest strongest force on any atom?
number 1

Which of these has the lowest highest occupied orbital energy?
number 1